## A
22
Properties=species:S:1:pos:R:3 method="wB97M-V/def2-TZVPD" total_charge=0 smiles="C[C@H]1C(=O)N(N)c2c(c2=O)[C@@H]1C" homo_energy_ev=-9.36
C 1.0618 0.4151 1.8055
C 1.0395 0.3746 0.2740
C 0.7967 -1.1510 -0.0469
O 1.8139 -1.7699 -0.3696
N -0.4188 -1.7297 0.1319
N -0.5960 -2.9546 -0.5097
C -1.5922 -0.5954 0.1116
C -1.3810 0.7233 -0.0167
C -2.7121 0.2158 0.4359
O -3.9223 0.5049 0.5905
C -0.0455 1.3937 -0.2425
C 0.2698 1.7992 -1.6935
H 0.0729 0.1956 2.1443
H 1.4185 1.4028 2.1908
H 1.7786 -0.3570 2.2345
H 2.0011 0.5698 -0.1530
H -0.8757 -3.7823 0.0360
H 0.1681 -3.2133 -1.0314
H -0.0082 2.1656 0.4760
H -0.4576 2.5934 -2.1461
H 0.2715 0.9957 -2.5172
H 1.3169 2.2036 -1.7044

## B
22
Properties=species:S:1:pos:R:3 method="wB97M-V/def2-TZVPD" total_charge=0 smiles="[H]/N=C(/NO)c1cccc(OC)c1" homo_energy_ev=-8.50
H -2.6198 1.4265 -1.1084
N -3.1401 0.5584 -1.2558
C -2.2239 -0.3732 -1.2403
N -2.4915 -1.6751 -1.4308
O -1.3477 -2.4235 -2.0736
C -0.7333 -0.0936 -0.9665
C 0.4702 -0.3447 -1.6721
C 1.7051 -0.3504 -0.9920
C 1.8963 0.2519 0.2807
C 0.7066 0.6349 0.9962
O 0.6268 0.8421 2.3208
C 1.7156 1.5758 3.0247
C -0.5648 0.4628 0.3353
H -3.3062 -1.9953 -1.9433
H -1.1638 -3.1935 -1.4313
H 0.4707 -0.8041 -2.7187
H 2.6004 -0.6330 -1.4747
H 2.9343 0.0211 0.7953
H 2.7519 1.0619 2.9925
H 1.2889 1.6620 4.1799
H 1.9216 2.6443 2.6005
H -1.4973 0.7447 0.7815

B takes first place; second place is 44.3 kJ/mol up.

## A
10
Properties=species:S:1:pos:R:3 method="wB97M-V/def2-TZVPD" total_charge=0 multiplicity=3 homo_energy_ev="-6.28 / -9.46" s_squared=2.01
C -0.1826 0.0268 -0.0841
C 0.7875 -0.8981 0.6783
N 0.1130 1.4312 0.2887
O -0.9849 0.6951 0.8024
O -0.6233 -0.4097 -1.2750
I -0.3736 2.7845 -1.1784
H 0.2766 -0.9194 1.6639
H 0.8314 -1.7791 0.0005
H 1.7793 -0.4218 0.4703
H -1.6233 -0.5094 -1.3667

## B
10
Properties=species:S:1:pos:R:3 method="wB97M-V/def2-TZVPD" total_charge=0 multiplicity=3 homo_energy_ev="-6.08 / -9.49" s_squared=2.01
C -0.5403 -0.0925 0.1027
C 1.6924 -0.3514 -0.0181
N -1.7724 0.9932 0.4722
O -0.8350 -1.2255 -0.1425
O 0.5998 0.5412 0.1310
I -3.4873 0.0720 -0.1857
H 2.6346 0.1393 -0.1788
H 1.6024 -0.8524 -1.0589
H 1.6567 -0.9581 0.9212
H -1.5509 1.7341 -0.0432

B takes first place; second place is 186.2 kJ/mol up.